# 1
C5H7ClN2O as an isolated structure, computed with ωB97M-V/def2-TZVPD.

Geometry as XYZ:
```
16
Properties=species:S:1:pos:R:3:forces:R:3:mulliken_charge:R:1
Cl -0.23180 3.20160 1.04939 -0.1 0.0 -0.1 -0.1236
O -2.17627 -1.13141 -0.84671 -1.0 -0.3 0.1 -0.6463
N 0.72326 0.59524 -0.14666 -0.8 5.2 2.6 -0.5772
N -0.05681 -0.42095 -0.51489 0.1 -2.3 -0.7 0.4514
C 0.49920 -1.50961 -1.30152 -0.8 -1.3 -1.9 -0.9376
C -1.68900 0.98614 0.16990 -3.0 1.3 1.7 -0.5219
C -0.63093 1.75041 0.32856 3.0 -3.4 -0.9 0.2898
C -1.41402 -0.30483 -0.40613 1.2 -0.6 -0.8 0.7611
C 1.42618 0.36429 1.20404 -2.2 0.9 -0.2 -0.9134
H -2.77180 1.12763 0.54274 2.0 0.3 -0.9 0.3188
H 1.27358 -1.26972 -2.09625 -0.8 0.5 1.3 0.3112
H -0.41399 -1.85278 -1.91687 1.5 0.0 1.1 0.3248
H 0.74026 -0.21667 1.79999 -0.4 -0.5 0.4 0.3813
H 1.55182 1.30736 1.81033 0.5 -0.9 -1.2 0.2759
H 2.27341 -0.24736 1.03342 1.2 -0.1 -0.1 0.3302
H 0.89691 -2.37933 -0.70935 -0.5 0.9 -0.3 0.2757
```
Forces are in eV/Å.

Results
Lowest unoccupied orbital energy, eV: 0.5
Frontier orbital gap, eV: 9.236
HOMO, eV: -8.70
Maximum force, hartree/bohr: 0.115
Energy above the lowest of the compared OMol25 structures with the same formula, charge and spin, kJ/mol: 283.1

---

# 2
A 9-piece molecular cluster, C40H82F15N4O13 overall, computed with ωB97M-V/def2-TZVPD.

Geometry as XYZ:
```
154
Properties=species:S:1:pos:R:3:forces:R:3:mulliken_charge:R:1
F -1.87184 3.06031 5.26155 1.0 -0.4 -1.4 -0.3271
F -10.25909 3.21829 1.05872 -0.2 -1.3 0.1 -0.2620
F -0.44029 1.44523 5.16796 -0.4 -0.2 -0.8 -0.1970
F -9.93861 5.29123 1.22922 -0.9 1.4 0.9 -0.2771
F 5.92957 -0.41151 -0.43500 -0.7 -1.1 -0.4 -0.2611
F -8.75974 3.96748 2.47623 -0.3 -0.2 -1.3 -0.2779
F -1.06740 -4.75322 -1.11428 -0.3 -0.6 0.8 -0.2631
F 6.98145 0.82856 0.81771 2.4 0.8 1.4 -0.3343
F -0.94724 -4.95615 6.56152 1.8 0.6 -0.9 -0.3206
F 0.92426 -4.34163 -2.02595 -1.4 -0.5 0.4 -0.1664
F 0.62859 -3.69144 7.36978 0.1 -0.3 -1.1 -0.3086
F -0.92063 -4.09568 -3.19540 -0.2 -1.2 0.3 -0.3663
F 1.17807 -5.29678 6.00211 0.1 -0.2 -0.2 -0.2591
F 4.89902 0.65758 1.19280 -0.1 -0.4 -0.2 -0.2863
F -2.63406 1.15878 4.74968 1.4 -0.4 -0.2 -0.2879
O -0.50793 -4.12386 3.95749 0.6 1.5 0.3 -0.9779
O -0.24442 2.37389 -0.77994 0.0 1.2 -0.1 -0.7673
O -9.25742 4.48065 -1.03449 -1.9 -1.0 1.2 -0.5863
O 0.17222 -2.23769 -0.55866 1.0 0.7 1.3 -0.5812
O -1.43565 0.69343 2.49054 2.2 3.8 -1.4 -0.6238
O -7.59237 3.18160 -0.25890 0.5 -2.6 -0.9 -0.3218
O -0.32063 2.71575 2.53488 2.5 0.9 0.1 -0.0773
O 6.10536 1.89887 -1.87113 0.4 -0.1 -1.5 -0.8682
O 5.68024 3.14365 0.05745 0.4 0.5 0.5 -0.4378
O 1.13403 -2.64319 4.63233 1.0 1.5 -0.7 -0.2932
O -1.76443 -1.91655 -1.74321 0.1 -0.1 1.4 -0.2553
O -5.31068 2.82980 -3.09795 -0.5 -0.9 0.5 -0.0180
O 3.75637 -3.19522 1.69525 0.5 0.2 0.1 0.4134
N -7.62767 4.39315 -3.39023 2.4 1.4 0.3 -0.6418
N 0.94557 -3.40571 1.85505 0.2 -0.3 -2.1 1.0608
N -0.10121 0.30330 -0.00140 -2.4 -1.3 0.7 1.1545
N 4.85208 -2.88937 -2.44187 0.4 -1.1 -0.4 0.7253
C -8.35270 4.28119 -0.05988 1.2 1.2 2.5 -0.0408
C -0.38169 -2.41138 -1.69910 -1.4 -1.5 -0.4 0.6482
C 3.07200 -1.35919 -3.37151 -0.1 -0.1 -1.4 -0.7124
C -0.00445 -3.35365 4.94192 -2.0 -2.6 1.6 0.3731
C -4.86461 1.52788 -3.44342 -1.1 0.0 -0.1 -0.9748
C 6.15647 -4.65403 -1.31191 0.1 1.3 -0.7 -0.8242
C -3.87935 -1.80538 -2.60758 -0.3 1.4 -1.0 -1.2447
C 3.90649 -4.11151 -2.35458 1.3 1.0 0.9 0.0130
C 2.15264 -0.50515 4.25084 -1.4 0.4 -0.7 -0.4037
C 5.09671 4.92505 1.55792 0.1 -0.8 0.2 -1.2784
C 0.82338 -1.23044 4.44243 0.0 -0.5 1.1 -0.7701
C -2.19512 1.08542 -0.61077 -2.8 -0.4 0.8 -0.4225
C 3.17164 -4.09617 2.60258 -0.1 -0.9 0.6 -1.0667
C -0.44242 -3.95986 -1.90545 1.7 2.4 -3.6 0.3274
C -1.41836 2.07885 3.01999 -0.5 -1.2 -0.9 0.2448
C 4.94845 -2.62424 2.24547 -0.6 0.2 0.6 -0.6423
C 1.29256 4.59057 2.68624 1.5 -0.7 -0.7 -1.1360
C -1.50504 1.91409 4.52257 -2.7 0.7 2.6 0.5140
C -2.43391 -1.37941 -2.87335 1.4 -1.8 -0.1 -0.2894
C -6.05016 1.44718 0.51938 -0.2 -0.3 0.3 -0.8280
C 2.02494 -5.41887 0.78418 -0.3 -0.1 -0.2 -1.4608
C -6.14659 4.95618 -3.56845 -2.4 -0.1 0.6 0.0860
C 5.90238 -3.14374 -1.30496 -1.8 0.5 -0.6 0.0076
C 1.19925 0.11218 -4.41414 0.3 -0.8 -0.2 -1.5553
C 5.47188 1.91439 -0.80476 -1.9 -0.1 2.8 0.5974
C -0.81480 1.34523 -0.46627 3.4 -0.2 -1.3 0.7576
C 1.22812 0.41214 0.37646 2.4 0.8 0.7 -0.2659
C -0.11171 4.14529 2.91942 -1.2 -1.2 -0.5 -0.4315
C 4.85099 -5.24910 -1.86709 -0.9 -0.2 0.2 -0.6872
C 4.58588 3.85585 0.63182 -0.9 -0.9 -2.4 0.3292
C 0.27934 -4.34184 6.18649 -1.8 0.7 1.2 0.7342
C 1.84946 -4.60825 2.05682 0.5 1.3 -0.7 0.5108
C 5.84904 0.77495 0.20927 -1.0 0.7 -0.5 0.7467
C -5.25392 3.85015 -4.06589 -0.2 -1.2 0.2 -0.8484
C 5.61032 -3.04006 -3.77461 -0.9 1.0 0.6 -1.1311
C 2.16610 -0.15095 -3.22347 -1.1 0.6 0.3 0.6436
C -5.80047 5.75835 -2.28797 -1.1 -1.8 -1.4 -1.0521
C -9.33235 4.12137 1.22488 1.8 1.5 -0.6 0.8467
C 4.06432 -1.56374 -2.27762 0.2 -0.1 0.7 -0.3023
C -6.54139 2.83088 0.68512 -0.9 2.1 -0.2 -0.2555
H 2.82277 -0.66424 5.09416 0.0 0.0 -0.2 0.4463
H 4.35689 -5.93170 -1.17630 -0.1 0.3 0.2 0.3195
H 3.01934 -3.63860 3.59157 0.0 0.1 -0.3 0.4382
H -4.14000 -1.42180 -1.62541 -0.1 -0.1 0.2 0.2024
H 1.53973 -0.28824 -2.33931 0.0 0.0 0.1 -0.7781
H -2.25335 2.66514 2.62946 -0.9 -0.4 0.6 0.3993
H -7.62879 3.66446 -2.66006 0.1 -0.1 -1.2 0.2759
H 4.71939 -1.88963 3.05570 0.0 -0.6 -0.4 0.1551
H -0.83607 4.70251 2.32757 -0.1 0.2 0.0 0.2937
H -5.20825 0.88251 -2.62286 0.3 0.1 -0.2 0.1527
H -4.19668 3.96046 -4.18212 0.8 1.4 -0.4 0.3997
H 1.70006 4.22910 1.71234 -0.6 0.5 0.4 0.2050
H -6.77922 6.21476 -2.07867 0.7 0.3 0.5 0.2723
H -0.80107 0.93402 1.66763 -1.8 -1.7 2.1 -0.1992
H -1.93563 -1.82090 -3.75303 -0.8 -0.2 -0.2 0.4329
H 2.48054 -2.25527 -3.52113 -0.4 -0.2 0.1 0.3046
H -6.89005 0.76145 0.69366 0.4 -0.1 -0.4 0.3521
H 5.82848 5.52900 1.00966 -0.2 0.0 0.4 0.3461
H -5.79417 3.59793 0.52028 0.7 0.0 0.0 0.2246
H 3.62087 -1.22754 -4.30174 0.1 0.1 -0.3 0.3839
H 0.04032 -2.05607 -2.67922 0.5 0.2 0.6 -0.3083
H 6.06238 -4.02311 -3.85542 0.0 0.0 0.3 0.4585
H 4.90285 -2.91893 -4.59529 0.1 0.0 0.2 0.3516
H -2.39886 0.01917 -0.46288 -0.4 0.4 0.1 0.0552
H 1.08967 -5.85997 0.47106 -0.5 0.1 -0.1 0.5608
H 1.98721 0.56290 4.03289 0.0 -0.2 0.5 0.1955
H -6.91370 3.00167 1.68386 -0.1 -0.2 0.4 0.4393
H 2.53494 -0.86464 3.30417 0.7 -0.3 -0.1 -0.5015
H -2.16903 -0.33917 -2.97469 -0.7 0.8 0.2 0.3021
H 7.00253 -4.84035 -1.99079 -0.3 -0.2 0.3 0.3193
H 0.25585 -0.95588 5.33599 0.5 0.4 0.3 0.6273
H -2.66224 1.46959 -1.48641 0.1 0.2 -1.0 0.1383
H 2.42307 -4.87084 -0.06362 0.0 0.3 0.1 -0.2601
H -5.37183 1.15901 -4.35891 0.3 0.2 0.2 0.3912
H -5.01229 6.44669 -2.53418 0.3 0.4 0.4 0.4996
H -7.62030 5.18218 0.04023 -1.4 -0.9 0.5 0.2493
H 3.45479 -4.29594 -3.31097 0.1 -0.1 -0.5 0.4245
H 2.67269 -6.26940 0.94266 0.4 -0.2 0.4 0.6235
H 0.36457 -0.61958 -4.52519 0.9 0.0 0.1 0.1449
H 1.39451 -2.49715 1.85396 0.7 -0.1 0.4 -0.8244
H 3.88408 3.14641 1.09796 0.2 0.2 0.4 -0.0578
H -5.52934 4.98369 -1.57765 0.2 0.4 0.7 -0.0553
H 3.08866 -3.76841 -1.73167 0.1 -0.4 0.6 -0.4929
H 1.35866 -5.19030 2.81708 -0.2 -0.2 0.4 0.5613
H -8.90996 4.80070 -1.83001 1.4 0.9 -2.2 0.4206
H -0.36166 4.18896 3.96510 -0.1 0.4 0.4 0.3593
H 1.45872 5.68602 2.77150 -0.4 -0.7 0.0 0.4337
H -5.32179 1.27529 1.30852 0.1 -0.1 0.1 0.3993
H 6.72994 -2.49703 -1.51906 0.5 0.2 0.0 0.7991
H 4.77104 -0.73870 -2.27354 0.3 -0.1 0.1 0.7384
H 1.93985 4.08495 3.40871 0.0 0.2 0.1 0.3303
H 6.47367 -4.93534 -0.31357 -0.3 -0.4 0.1 0.4568
H 5.04482 -5.86356 -2.72260 0.4 -0.4 -0.5 0.4404
H 5.58063 4.34997 2.36236 0.1 0.7 0.0 0.3254
H -6.26273 5.68071 -4.34266 0.0 0.5 -0.8 0.6315
H 1.77683 0.16892 -5.35731 -0.4 -0.1 0.3 0.3893
H 6.36210 -2.25703 -3.81247 0.1 0.0 -0.1 0.3274
H -5.65657 3.55325 -5.05001 0.0 -0.3 0.2 0.3618
H 0.26109 -3.46217 2.61805 -1.2 -0.3 1.2 0.3584
H 1.96421 0.37373 -0.42598 -0.1 -0.1 -0.3 -0.2000
H 2.73002 0.77673 -3.03834 0.1 -0.4 -0.1 0.6399
H 3.52508 -1.56999 -1.29658 0.7 -0.4 -0.5 -0.2822
H -3.96418 -2.88084 -2.59765 0.1 -0.3 0.0 0.3604
H -5.54358 1.31526 -0.42684 -0.2 -0.3 -0.3 -0.1581
H -3.78793 1.42221 -3.56565 0.2 0.3 0.0 0.3953
H 5.42318 -2.06394 1.45089 0.3 0.0 0.0 -0.0652
H 3.97398 4.28662 -0.21610 0.5 0.0 0.6 0.3008
H 5.40108 -2.75490 -0.41450 0.1 -0.4 -0.1 -0.7127
H 4.26874 5.52310 1.97031 0.4 -0.1 -0.2 0.3055
H 1.39681 1.40105 0.82166 0.0 -0.2 0.2 -0.0710
H 4.31343 1.76985 -0.69225 0.5 0.4 -1.1 -0.3408
H -4.62778 -1.39573 -3.32390 0.6 -0.2 0.3 0.3167
H 0.65035 1.03458 -4.29387 0.2 0.6 0.2 0.4378
H -7.99965 4.17154 -4.31044 0.1 -0.6 0.6 0.1944
H 1.51195 -0.37078 1.07817 -0.2 0.0 0.1 -0.3731
H -0.58871 -0.59606 0.18815 0.8 0.7 -0.7 0.1717
H 0.04768 -1.04582 3.68138 0.6 -0.3 -0.5 0.6779
H 3.80863 -4.99733 2.75365 0.0 0.4 -0.1 0.4422
H -2.60673 1.73116 0.15818 -0.7 -0.3 0.6 -0.1014
H -0.67164 -2.62327 5.50083 -0.2 -0.5 -0.8 0.0457
H 5.58786 -3.41963 2.67003 0.0 0.3 -0.3 0.3769
H 0.47850 -3.33123 0.90848 0.1 -0.3 0.4 -0.0673
```
Forces are in eV/Å.

Results
Lowest unoccupied orbital energy, eV: 1.5
Net charge: -1
Frontier orbital gap, eV: 6.523
HOMO, eV: -5.04
Maximum force, hartree/bohr: 0.091

---

# 3
A 2-piece molecular cluster, C21H32Br2N4O2 overall, computed with ωB97M-V/def2-TZVPD.

Geometry as XYZ:
```
61
Properties=species:S:1:pos:R:3:forces:R:3:mulliken_charge:R:1
Br 6.37199 -0.71299 6.36463 0.0 0.1 0.0 -0.1524
Br 4.61638 0.23349 3.25918 0.3 0.0 0.0 -0.1790
O 0.29568 1.59001 3.43968 0.1 -0.2 -0.4 -0.5808
O 1.72680 -2.59869 2.29585 -0.4 0.2 -0.6 -0.5579
N -2.11305 1.95175 1.30079 1.0 -1.6 -1.5 -0.3478
N 1.44042 -0.37990 2.82250 -0.6 0.3 -0.4 0.1058
N 1.18321 -1.01788 -3.77889 0.7 -0.3 0.4 -0.5240
N -2.49106 -2.19676 -1.64024 0.5 3.1 0.3 -0.3839
C -0.08304 -1.27445 1.14206 -0.7 1.6 0.5 1.0079
C -4.75502 -1.34466 -2.07810 0.4 -0.3 -0.5 -1.1429
C -1.16292 2.92541 0.65199 -0.9 0.9 -0.3 -0.3868
C -1.29723 5.02730 -0.81893 0.3 -0.3 -0.2 -0.5622
C -1.87235 -1.45645 -0.62244 1.6 0.1 2.0 0.5666
C 1.47682 -3.22140 -0.71176 -0.3 -0.1 -0.7 -0.4391
C -0.04827 -3.40910 -0.29610 0.2 0.9 0.4 -1.1168
C 2.06465 -1.59171 -2.70449 -0.5 0.1 -0.1 -0.4039
C -1.65680 0.62734 0.91658 0.3 -1.4 0.3 0.0473
C 0.26287 5.19953 -0.55670 -0.4 -0.1 -0.4 -0.9830
C -2.73787 -0.83903 -3.76390 -0.2 -0.7 -0.2 -0.9284
C 3.95197 -0.71180 4.82869 -0.2 0.1 0.0 -0.4690
C -0.50764 0.06574 1.61534 -1.8 -1.2 -2.1 -0.0514
C -1.78033 3.53438 -0.69275 1.4 0.0 0.4 -0.5388
C 1.11005 -1.58697 2.08336 -0.2 0.5 -0.2 -0.2893
C 4.52792 -0.13977 6.09734 0.1 -0.2 0.1 -0.6008
C 1.64451 -3.06275 -2.29964 0.8 0.4 1.2 -0.6811
C -3.22916 -1.49718 -2.44395 -1.6 -0.2 -0.2 0.4958
C -0.68228 -2.03072 0.07390 -0.2 0.8 0.8 0.3583
C -2.32162 -0.11902 -0.16323 1.3 -0.5 0.7 -0.8734
C 0.37850 0.61201 2.75345 -0.3 -1.7 -2.0 0.0832
H 4.52878 0.94764 6.11613 0.0 -0.1 -0.1 0.3965
H -0.93875 3.71466 1.41125 -0.2 -0.5 -0.7 0.2995
H 2.33607 0.00483 2.48834 -0.2 -0.3 0.7 0.1199
H 2.87099 -0.57692 4.80270 0.1 0.0 0.0 0.2677
H -1.32957 2.92920 -1.52641 -0.6 0.6 0.5 0.2299
H 1.81652 -0.61205 -4.46700 -0.7 -0.2 -0.2 0.2376
H -0.19825 2.43895 0.36190 -0.9 0.2 0.6 0.2318
H -3.20362 0.37310 -0.64554 0.9 -0.5 0.4 0.1042
H 0.60257 -1.74672 -4.19479 0.5 0.3 -0.1 0.1897
H -2.89335 3.41545 -0.74573 0.9 0.3 0.2 0.3151
H 0.51087 5.33118 0.52468 -0.2 0.0 -0.9 0.2841
H -4.86723 -1.41363 -0.96951 0.2 0.1 -0.9 0.3213
H -0.12533 -4.06138 0.61535 0.1 0.5 -0.9 0.3285
H 0.59961 6.08728 -1.15132 -0.1 -0.7 0.8 0.3351
H -0.62108 -3.88211 -1.13005 0.4 0.4 0.7 0.4000
H -1.46823 5.41621 -1.86059 -0.2 -0.4 1.0 0.3514
H 1.99187 -0.88095 -1.83533 0.1 -0.9 -0.6 0.1405
H 3.13061 -1.57197 -3.06071 -0.9 -0.1 0.4 0.3488
H -1.87866 5.63880 -0.07846 0.5 -0.4 -0.8 0.2771
H -5.20480 -0.40821 -2.49630 0.5 -0.7 0.4 0.3919
H -2.01944 0.00549 -3.60200 -0.5 -0.8 0.2 0.2398
H 2.08574 -4.08065 -0.33124 -0.6 0.7 -0.4 0.4213
H -5.33484 -2.20660 -2.51644 0.6 0.7 0.3 0.3530
H -3.58622 -0.47974 -4.39867 0.6 -0.2 0.7 0.3825
H 1.92426 -2.29870 -0.26293 -0.5 -0.9 -0.2 0.2343
H 0.83865 4.30814 -0.93059 -0.6 0.8 0.3 0.2457
H -2.20509 -1.63348 -4.35382 -0.3 0.7 0.6 0.2491
H -3.03976 2.03976 0.87808 0.3 0.4 0.2 0.4038
H 4.18463 -1.76451 4.68623 0.0 0.1 0.0 0.4357
H 2.50704 -3.72855 -2.56686 -1.1 0.4 -0.2 0.2659
H 3.98614 -0.51410 6.96522 0.0 0.0 -0.1 0.3668
H 0.68671 -3.36613 -2.79979 1.0 0.2 0.2 0.3593
```
Forces are in eV/Å.

Results
Lowest unoccupied orbital energy, eV: -0.7
Frontier orbital gap, eV: 6.975
HOMO, eV: -7.65
Maximum force, hartree/bohr: 0.062
SMILES: CCCCNc1cc(N=C(C)C)c(CCCCN)c2c1C(=O)NC2=O.BrCCBr

---

# 4
A 2-piece molecular cluster, C4H8O3 overall, computed with ωB97M-V/def2-TZVPD.

Geometry as XYZ:
```
15
Properties=species:S:1:pos:R:3:forces:R:3:mulliken_charge:R:1
O 1.42900 0.83646 -1.11487 0.0 -0.3 -0.3 -0.6863
O -2.01678 -0.25590 -0.23855 0.5 0.0 0.1 -0.6119
O -1.00838 -2.67405 -0.74252 -0.1 0.1 0.0 -0.5347
C -0.87253 -0.43144 0.12491 -0.3 -0.1 0.1 0.7274
C -0.17857 -1.75199 -0.10645 0.1 0.2 0.1 -0.5266
C -0.06339 0.66665 0.80960 -0.1 -0.1 0.1 -0.6855
C 0.58923 1.45238 -0.31940 -0.3 0.1 0.0 0.1023
H 0.16571 -2.13809 0.86850 -0.1 0.1 -0.2 0.2838
H -0.74232 1.29208 1.39616 0.1 -0.1 -0.1 0.3749
H 0.70518 0.22143 1.44949 -0.1 0.1 -0.2 0.3040
H 0.71954 -1.51344 -0.69712 -0.1 -0.1 0.0 0.2665
H -0.07363 2.23101 -0.73255 0.0 -0.1 0.0 0.3635
H 1.37673 2.40430 0.44266 0.1 0.0 0.0 0.1557
H 1.81104 1.86571 -0.22125 0.1 0.4 0.4 0.0990
H -1.84082 -2.20509 -0.91861 0.1 -0.1 0.0 0.3677
```
Forces are in eV/Å.

Results
Lowest unoccupied orbital energy, eV: 0.0
Frontier orbital gap, eV: 10.090
HOMO, eV: -10.07
Maximum force, hartree/bohr: 0.011
Energy above the lowest of the compared OMol25 structures with the same formula, charge and spin, kJ/mol: 511.7

---

# 5
A 2-piece molecular cluster, C3H7N overall, computed with ωB97M-V/def2-TZVPD.

Geometry as XYZ:
```
11
Properties=species:S:1:pos:R:3:forces:R:3:mulliken_charge:R:1
N -2.10244 -0.39693 2.55022 -0.5 0.0 1.1 -0.4734
C -1.00897 -0.45389 3.17917 0.5 0.3 -0.1 -0.2358
C 0.84575 0.54534 -1.93641 -0.4 0.3 -0.1 -0.4304
C 1.34912 0.39873 -3.15244 0.8 0.3 -0.1 -0.4396
H 2.41798 0.26329 -3.29963 -0.2 -0.9 0.1 0.2074
H 0.79792 0.54920 -4.07195 -0.2 0.6 0.2 0.2251
H -2.58430 -1.29506 2.65115 0.3 -0.1 -0.8 0.2458
H 1.31449 0.18653 -1.02944 0.5 0.4 -0.1 0.2236
H -0.49680 -1.36690 3.48700 -0.3 -0.2 0.4 0.2206
H -0.06955 1.10907 -1.79665 -0.5 -0.7 0.0 0.2122
H -0.46319 0.46062 3.41898 0.1 0.1 -0.5 0.2445
```
Forces are in eV/Å.

Results
Lowest unoccupied orbital energy, eV: 1.1
Frontier orbital gap, eV: 10.892
HOMO, eV: -9.81
Maximum force, hartree/bohr: 0.023
SMILES: C=C.C=N
Energy above the lowest of the compared OMol25 structures with the same formula, charge and spin, kJ/mol: 177.6

---

Question: Look up the maximum force of the first one.
Answer: 0.115 hartree/bohr

---

Question: Which formula does entry 2 have?
Answer: C40H82F15N4O13